# 1
C30H84O12 | the ωB97M-V functional and the def2-TZVPD basis

SMILES = CC(C)O.CC(C)O.CC(C)O.CC(C)O.CC(C)O.CC(C)O.CC(C)O.CC(C)O.CC(C)O.CO.CO.CO
HOMO energy = -8.54 eV
energy relative to the best compared isomer or geometry (same formula, charge and spin) = 281.9 kcal/mol
orbital gap = 0.30928 Ha
E_LUMO = -0.1 eV

The geometry in ORCA input format:
```
! RIJCOSX wB97M-V def2-TZVPD def2/J DEFGRID3
* xyz 0 1
C -13.6068 -13.1617 -9.8261
O -12.8393 -13.9267 -10.7003
H -12.8916 -12.6130 -9.1870
H -14.2269 -13.7275 -9.1265
H -14.0615 -12.3293 -10.2820
H -12.1804 -14.3962 -10.1026
C -16.4937 -10.4944 -12.7429
O -17.8206 -10.2628 -12.6534
H -16.1807 -10.3800 -13.7099
H -16.2536 -11.5021 -12.3614
H -15.9693 -9.7329 -12.1492
H -18.2959 -10.9795 -13.0610
C -14.6563 -13.6441 -13.6262
O -16.0056 -13.4950 -14.0359
H -14.1466 -14.6059 -13.7608
H -14.6613 -13.5342 -12.5506
H -14.1092 -12.8758 -14.0759
H -16.5170 -14.1289 -13.5448
C -13.6983 -16.0539 -19.0337
C -13.7942 -14.7335 -18.1559
C -14.4084 -15.0522 -16.7611
O -12.6250 -14.3364 -17.9569
H -13.4835 -16.9829 -18.4935
H -12.9873 -15.8977 -19.7839
H -14.6479 -16.2345 -19.5458
H -14.5033 -14.0027 -18.5482
H -13.8200 -15.5048 -15.9500
H -15.3572 -15.6702 -16.8592
H -14.8326 -14.1883 -16.3310
H -12.3370 -14.8731 -17.2560
C -16.7071 -14.9982 -9.1852
C -17.8298 -14.0514 -9.6090
C -17.2631 -12.8121 -10.2542
O -18.5954 -14.6306 -10.4326
H -16.2936 -14.5077 -8.2578
H -15.9858 -15.0873 -9.9502
H -16.9730 -15.9687 -8.8845
H -18.3962 -13.7702 -8.7019
H -16.7416 -12.2446 -9.4990
H -18.0304 -12.1299 -10.6767
H -16.5417 -13.0982 -11.0132
H -19.2092 -15.2040 -9.8971
C -18.8925 -16.4792 -13.9624
C -17.6887 -16.5276 -13.1316
C -16.5329 -16.8188 -14.0612
O -17.3333 -15.4420 -12.6932
H -19.0494 -15.4994 -14.3846
H -19.7362 -16.5728 -13.2765
H -19.0049 -17.2839 -14.6590
H -17.7424 -17.2334 -12.2844
H -15.5863 -16.5489 -13.6857
H -16.7163 -16.1497 -15.0198
H -16.3923 -17.8738 -14.3046
H -17.8267 -15.2413 -11.8768
C -11.2219 -14.3892 -15.1112
C -11.1458 -15.8548 -15.0399
C -11.9024 -16.4595 -13.8375
O -11.4706 -16.5232 -16.0955
H -10.4577 -14.0674 -14.3563
H -12.2151 -13.8949 -14.9966
H -10.8895 -14.0335 -16.0597
H -10.0591 -16.1481 -15.0341
H -13.0093 -16.3979 -14.0349
H -11.7430 -15.8062 -12.9924
H -11.4658 -17.4659 -13.6189
H -11.8293 -17.3453 -15.8314
C -19.4240 -11.8410 -17.1365
C -18.6690 -12.6270 -16.0821
C -18.0919 -14.0191 -16.5935
O -17.7181 -12.0698 -15.5186
H -18.7121 -11.3133 -17.7365
H -20.1687 -11.1483 -16.7308
H -19.9325 -12.5580 -17.7256
H -19.4445 -12.7791 -15.3416
H -17.2401 -14.0257 -17.2793
H -18.9427 -14.5793 -16.9828
H -17.7530 -14.5864 -15.7000
H -17.4705 -12.6327 -14.7767
C -13.2148 -11.1724 -16.5989
C -14.6811 -11.1296 -16.1877
C -15.0830 -9.6769 -16.2216
O -15.4446 -11.8290 -16.9105
H -13.0177 -10.8613 -17.5664
H -12.9136 -12.2577 -16.4968
H -12.6269 -10.3793 -16.0096
H -14.9507 -11.4072 -15.1714
H -16.1193 -9.5030 -15.9896
H -14.8450 -9.3239 -17.1932
H -14.4885 -9.2003 -15.4222
H -16.2960 -12.0195 -16.6166
C -13.4318 -10.2989 -12.7067
C -12.0280 -10.8086 -12.3801
C -11.4716 -11.8037 -13.2987
O -11.2297 -9.8854 -12.3814
H -13.5747 -10.1239 -13.7462
H -13.7044 -9.4518 -12.0919
H -13.9640 -11.2107 -12.3892
H -12.0481 -11.2948 -11.3823
H -12.0535 -12.6840 -13.0679
H -10.4132 -12.0807 -13.2960
H -11.6058 -11.5632 -14.3323
H -11.4446 -9.4859 -11.5556
C -13.6235 -19.3929 -10.7839
C -13.1778 -18.0495 -11.2536
C -14.1976 -16.9249 -10.9348
O -12.0509 -17.6429 -10.8774
H -13.5371 -19.3936 -9.7075
H -13.0485 -20.2525 -11.1578
H -14.6259 -19.5302 -11.1337
H -13.1241 -18.1733 -12.3266
H -14.0968 -16.1967 -10.1101
H -15.1659 -17.2742 -11.1022
H -14.0778 -16.3274 -11.8127
H -11.3739 -18.0061 -11.4319
C -20.7778 -11.4257 -13.2851
C -20.2016 -12.6395 -12.6198
C -21.0784 -13.8101 -12.8137
O -18.9959 -12.9606 -12.8874
H -20.1071 -10.5576 -13.3076
H -21.6209 -11.0217 -12.7796
H -21.1428 -11.5945 -14.3398
H -20.1251 -12.3044 -11.6021
H -22.1497 -13.6640 -12.7406
H -20.8818 -14.5500 -11.9867
H -20.8851 -14.2382 -13.7235
H -18.7195 -13.4087 -12.1339
*
```

Results of the Mulliken charge analysis, in e, for atoms 1 through 4:
1 C -0.86
2 O -0.31
3 H 0.46
4 H 0.28

=====

# 2
C30H87Al2B3N5O10 | the ωB97M-V functional and the def2-TZVPD basis

HOMO energy (alpha / beta) = -17.00 / -16.90 eV
orbital gap (alpha / beta) = 0.16222 / 0.12652 Ha
⟨S²⟩ = 1.775
E_LUMO (alpha / beta) = -12.6 / -13.5 eV

The geometry in ORCA input format:
```
! RIJCOSX wB97M-V def2-TZVPD def2/J DEFGRID3
* xyz 4 2
Al 18.5013 -15.9162 5.1662
Al 17.9629 -14.1215 9.7351
B 16.3842 -14.1863 7.0562
H 16.5366 -13.1562 7.3386
H 17.1773 -14.8408 7.3830
H 15.4206 -14.4425 7.4686
H 16.2795 -14.2875 5.9870
B 18.0502 -17.0267 8.6228
H 17.1246 -16.5331 8.8755
H 18.0739 -18.0888 8.8114
H 18.2359 -16.8808 7.5699
H 18.7509 -16.5155 9.2646
B 19.9796 -14.4068 7.5219
H 20.4925 -13.7489 8.2064
H 19.8471 -15.3606 8.0085
H 19.0326 -13.9675 7.2492
H 20.5161 -14.5856 6.6029
C 21.7406 -15.2287 10.5749
O 20.3941 -15.4010 11.0268
C 20.1882 -16.5065 11.8256
C 18.9109 -16.4754 12.5449
N 17.7457 -16.3971 11.7474
C 16.5262 -16.3948 12.4857
C 15.2552 -16.7052 11.6294
O 15.0946 -15.5937 10.8244
C 14.1135 -15.7149 9.7813
H 21.8582 -14.3929 9.8852
H 22.1591 -16.1160 10.0998
H 22.2585 -15.0260 11.5124
H 20.9197 -16.6527 12.6204
H 20.3396 -17.3016 11.0956
H 18.7671 -15.6631 13.2572
H 18.8384 -17.4841 12.9516
H 17.5914 -17.2817 11.2851
H 16.3457 -15.4466 12.9921
H 16.6315 -17.2092 13.2025
H 14.3373 -16.8646 12.1951
H 15.3852 -17.6231 11.0560
H 14.5566 -16.4529 9.1126
H 13.9756 -14.7578 9.2782
H 13.1666 -16.1150 10.1437
C 15.1011 -16.8568 2.4176
O 16.0772 -15.8829 2.6487
C 15.9769 -14.6706 1.8770
C 17.1598 -13.8238 2.2471
N 17.1427 -13.5294 3.7353
C 17.8951 -12.3635 3.9574
C 19.4418 -12.4755 3.6722
O 20.0717 -13.5643 4.3989
C 21.4602 -13.4172 4.4768
H 15.3726 -17.8123 2.8665
H 15.0533 -17.2341 1.3961
H 14.0728 -16.5591 2.6225
H 15.0180 -14.1570 1.9461
H 15.8844 -14.8578 0.8072
H 17.1018 -12.8997 1.6720
H 18.1465 -14.1718 1.9413
H 16.1704 -13.4255 3.9880
H 17.6945 -12.0356 4.9774
H 17.6424 -11.4879 3.3594
H 19.7993 -11.4748 3.9149
H 19.7269 -12.7150 2.6478
H 21.7846 -12.8843 5.3706
H 21.9207 -12.9467 3.6081
H 21.8115 -14.4215 4.7133
C 23.9851 -15.7688 5.6414
O 24.7696 -16.5958 6.4566
C 26.0800 -16.9034 5.8008
C 27.0974 -15.7944 5.8961
N 28.3339 -16.2774 5.3073
C 29.3287 -15.1975 5.4898
C 30.5816 -15.4482 4.6772
O 30.4142 -15.5446 3.2065
C 29.7478 -14.4538 2.5184
H 23.0791 -15.6695 6.2393
H 23.7250 -16.2008 4.6751
H 24.4593 -14.8238 5.3765
H 25.8503 -17.1047 4.7544
H 26.5276 -17.8449 6.1191
H 27.3280 -15.4223 6.8944
H 26.7682 -14.9436 5.2996
H 28.1951 -16.4493 4.3218
H 29.6762 -15.2189 6.5227
H 28.9555 -14.2025 5.2473
H 31.0311 -16.3996 4.9617
H 31.3472 -14.7033 4.8941
H 30.2629 -13.5016 2.6451
H 28.6893 -14.2577 2.6893
H 29.9009 -14.7666 1.4855
C 18.8462 -12.9574 13.3241
O 17.7547 -13.0582 12.4203
C 16.7361 -12.1315 12.8395
C 15.6835 -11.8076 11.7487
N 16.3226 -11.6872 10.4001
C 17.0641 -10.5134 10.1802
C 17.6110 -10.3613 8.6503
O 18.6157 -11.3799 8.3021
C 19.4419 -10.9949 7.1033
H 19.4148 -12.0278 13.2955
H 19.5555 -13.7271 13.0199
H 18.6653 -13.1501 14.3815
H 17.3060 -11.2047 12.9060
H 16.3895 -12.2973 13.8596
H 15.0212 -10.9561 11.9046
H 14.9425 -12.6063 11.7154
H 15.5128 -11.7901 9.8055
H 17.8712 -10.5278 10.9127
H 16.3993 -9.6740 10.3838
H 18.0919 -9.3947 8.5003
H 16.8489 -10.3097 7.8727
H 20.1122 -10.1487 7.2541
H 18.6111 -10.8565 6.4113
H 20.0060 -11.8714 6.7847
C 21.3329 -17.7163 7.2904
O 20.5781 -17.9439 6.0818
C 20.5190 -19.3157 5.8488
C 19.7203 -19.5365 4.4928
N 18.3036 -19.1125 4.4854
C 17.5135 -19.7362 5.5651
C 16.1192 -19.2330 5.4438
O 16.0593 -17.8326 5.8236
C 14.7166 -17.4419 5.8468
H 21.6425 -16.6974 7.5232
H 22.2430 -18.3147 7.3315
H 20.8469 -18.1362 8.1711
H 20.0218 -19.9009 6.6224
H 21.5264 -19.6517 5.6030
H 19.7071 -20.6202 4.3761
H 20.1137 -19.1598 3.5486
H 17.9310 -19.3917 3.5891
H 17.8225 -19.5237 6.5886
H 17.4993 -20.8075 5.3645
H 15.6293 -19.6795 6.3091
H 15.5584 -19.4407 4.5325
H 14.0240 -17.7642 6.6244
H 14.2034 -17.5053 4.8873
H 14.6898 -16.4021 6.1726
*
```

Results of the Mulliken charge analysis, in e, for atoms 1 through 4:
1 Al 0.94
2 Al 1.29
3 B 2.87
4 H -0.46

=====

# 3
C30H88F12HfN6O12P2 | the ωB97M-V functional and the def2-TZVPD basis

HOMO energy = -11.63 eV
orbital gap = 0.09890 Ha
E_LUMO = -8.9 eV

The geometry in ORCA input format:
```
! RIJCOSX wB97M-V def2-TZVPD def2/J DEFGRID3
* xyz 2 1
Hf -4.1266 -0.0378 -0.0831
P -0.0208 -0.2590 0.3343
F -0.6439 -1.7254 0.7167
F 0.1607 -0.6109 -1.2081
F -1.5717 0.2479 -0.1371
F 0.5050 1.2384 0.1024
F -0.3456 0.1615 1.8677
F 1.4228 -0.7804 0.7054
P -2.0432 -2.5678 -4.0741
F -3.4911 -2.1011 -3.4287
F -1.7518 -0.9411 -4.1951
F -1.4270 -2.5001 -2.5461
F -0.6040 -2.9044 -4.6427
F -2.4060 -4.1023 -3.7901
F -2.7145 -2.5760 -5.5149
C -3.6668 -3.3866 -0.3195
O -3.0221 -2.1117 -0.4999
H -4.3455 -3.6460 -1.1381
H -2.9606 -4.2091 -0.2016
H -4.3182 -3.4758 0.5498
H -2.3977 -2.3583 -1.2476
C 1.0920 -3.9044 -1.5226
O 1.8433 -5.0393 -1.0882
H 1.6784 -3.2397 -2.1640
H 0.1559 -4.1474 -2.0284
H 0.8122 -3.3954 -0.5970
H 1.8999 -5.6081 -1.8652
C -2.2245 2.8006 0.9091
O -3.2943 2.1555 0.1736
H -1.5672 3.3116 0.1919
H -2.5526 3.6025 1.5690
H -1.5241 2.1260 1.3894
H -3.7638 2.8917 -0.2465
C -1.4705 2.0560 4.2995
O -2.8304 1.8951 3.8893
H -0.9693 2.9700 3.9681
H -1.4176 2.2337 5.3837
H -0.8906 1.1378 4.1943
H -3.3412 2.0407 4.6899
C -2.8124 -1.7305 4.0702
C -3.3500 -1.7801 2.6303
C -4.8470 -1.9645 2.6043
O -5.3844 -1.4355 1.3538
C -6.7525 -1.9002 1.2364
N -2.9507 -0.4881 1.9978
H -1.7370 -1.5402 4.0563
H -2.9015 -2.7397 4.4861
H -3.3168 -1.0610 4.7663
H -2.8401 -2.6063 2.1379
H -5.2858 -1.3884 3.4223
H -5.0858 -3.0198 2.7298
H -6.7564 -2.9791 1.0736
H -7.2568 -1.5046 0.3514
H -7.3757 -1.6648 2.0969
H -2.9285 0.1885 2.7820
H -1.9400 -0.6610 1.9119
C 2.3809 0.1345 4.4385
C 1.9612 1.1175 5.5262
C 1.1540 0.4500 6.6345
O 0.0831 -0.3364 6.1128
C -0.7712 -0.9296 7.0412
N 3.1556 1.6490 6.2505
H 3.1518 -0.5234 4.8294
H 2.7851 0.7027 3.5923
H 1.5117 -0.2933 3.9290
H 1.3861 1.9430 5.0994
H 0.7797 1.1212 7.4144
H 1.8027 -0.2496 7.1824
H -1.3510 -1.6695 6.4884
H -1.4169 -0.2299 7.5895
H -0.2805 -1.4906 7.8487
H 3.7231 2.0527 5.5079
H 3.6362 0.8183 6.5842
C -3.6545 1.4935 -4.3316
C -3.8540 1.5528 -2.8148
C -5.3230 1.6430 -2.5033
O -5.6313 1.5160 -1.0900
C -7.0412 1.7843 -0.8638
N -3.1647 0.3778 -2.1734
H -4.1130 2.2797 -4.9283
H -3.9529 0.5112 -4.7157
H -2.5881 1.5311 -4.5635
H -3.3448 2.4839 -2.5486
H -5.8511 0.8113 -2.9899
H -5.7205 2.5523 -2.9557
H -7.6675 1.1581 -1.5050
H -7.2256 2.7880 -1.2500
H -7.3649 1.7056 0.1692
H -2.1383 0.5796 -2.2356
H -3.1769 -0.2292 -3.0186
C 1.5181 0.0850 -6.4267
C 2.0115 -0.4398 -5.0773
C 3.4351 0.0072 -4.7900
O 3.8720 -0.7234 -3.6738
C 5.2879 -0.8336 -3.5266
N 1.1124 0.0194 -4.0071
H 1.4692 1.1759 -6.5039
H 0.4957 -0.2440 -6.6292
H 2.1604 -0.2327 -7.2479
H 2.0134 -1.5269 -5.1906
H 3.5684 1.0941 -4.7337
H 3.9968 -0.2757 -5.6924
H 5.5087 -0.9890 -2.4731
H 5.7788 0.0001 -4.0267
H 5.5869 -1.7754 -4.0041
H 1.4833 -0.3490 -3.1310
H 0.2036 -0.4213 -4.1120
C 1.2246 4.4687 2.6440
C 2.1049 4.1699 1.4451
C 3.1333 3.0828 1.7056
O 3.9867 3.4443 2.7690
C 5.0279 4.3276 2.4008
N 1.3480 4.0151 0.1705
H 0.4046 5.1199 2.3371
H 1.8111 4.9996 3.3944
H 0.8459 3.5912 3.1795
H 2.6279 5.1183 1.2846
H 3.6619 2.8280 0.7781
H 2.6434 2.1395 1.9671
H 5.5304 3.9917 1.4873
H 5.7516 4.3745 3.2094
H 4.6233 5.3257 2.2004
H 1.0007 3.0553 0.2172
H 2.0495 3.9317 -0.5663
C 5.4694 -1.5955 0.2431
C 4.6580 -2.7998 -0.2379
C 5.4452 -4.0688 -0.4061
O 6.1476 -3.9705 -1.6457
C 7.2530 -4.8291 -1.7219
N 3.4958 -3.0082 0.6491
H 4.8121 -0.7302 0.3458
H 6.2798 -1.3473 -0.4410
H 5.9057 -1.7987 1.2228
H 4.2214 -2.5722 -1.2205
H 4.8324 -4.9746 -0.5190
H 6.1419 -4.2700 0.4181
H 6.9526 -5.8844 -1.7648
H 7.9412 -4.7432 -0.8748
H 7.8120 -4.6303 -2.6343
H 2.9690 -2.1393 0.6732
H 2.8153 -3.5866 0.1587
C -0.6304 3.2843 -2.9171
C -0.0435 3.1524 -4.3307
O 1.3240 2.8616 -4.2328
O -0.6928 1.9638 -2.3483
H -1.6354 3.7109 -2.9340
H 0.1000 3.8062 -2.2923
H -0.1345 4.0984 -4.8695
H -0.5524 2.3354 -4.8571
H 1.4583 1.8838 -4.1463
H 0.1515 1.5254 -2.5473
*
```

Results of the Mulliken charge analysis, in e, for atoms 1 through 4:
1 Hf 2.14
2 P 0.39
3 F -0.54
4 F -0.09

=====

DFT total energy for the records above, in order: -57029.377; -75606.557; -118535.811 eV